No. 1
# C31H26N10O2S2Sc

A structure of composition C31H26N10O2S2Sc (wB97M-V/def2-TZVPD, the Open Molecules 2025 dataset).

Values from the calculation:
F_max = 0.0048 Eh/bohr
Total charge = -1
E = -3452.4119 a.u.

Last column: Mulliken charge in e.
Geometry (Å):
Sc (-0.4568, -0.5605, 0.2581)  -1.030
O (3.0981, -3.0932, 0.3479)  -0.798
C (2.1230, -2.4131, 0.0223)  0.116
N (1.5814, -1.3601, 0.6566)  0.872
C (2.1646, -1.0140, 1.8981)  0.176
C (3.5346, -1.0206, 2.1475)  -0.482
C (4.0289, -0.6325, 3.3848)  -0.795
C (3.1504, -0.2574, 4.3901)  -0.649
C (1.7826, -0.2322, 4.1553)  -1.087
C (1.2757, -0.5767, 2.8970)  -0.097
N (-0.0378, -0.3632, 2.4597)  1.047
C (-0.9985, 0.0104, 3.3099)  -0.036
O (-1.0245, -0.0193, 4.5427)  -0.810
C (-2.1606, 0.6801, 2.6060)  0.718
C (-3.2301, 1.1557, 3.3490)  -0.938
C (-4.1906, 1.9144, 2.7085)  -0.307
C (-4.0387, 2.1906, 1.3570)  -1.065
C (-2.9565, 1.6499, 0.6873)  -0.238
N (-2.0394, 0.8932, 1.2960)  0.869
C (1.4278, -2.7860, -1.2591)  0.243
C (1.9092, -3.8741, -1.9751)  -0.855
C (1.3527, -4.1641, -3.2022)  -0.466
C (0.3287, -3.3562, -3.6648)  -1.062
C (-0.1242, -2.3277, -2.8600)  -0.160
N (0.4115, -2.0300, -1.6731)  1.056
H (4.2056, -1.3418, 1.3669)  0.495
H (5.0976, -0.6463, 3.5648)  0.374
H (3.5247, 0.0188, 5.3694)  0.383
H (1.0965, 0.0629, 4.9324)  0.449
H (-3.2585, 0.9294, 4.4043)  0.515
H (-5.0412, 2.2989, 3.2580)  0.400
H (-4.7521, 2.7983, 0.8176)  0.438
H (-2.8161, 1.8149, -0.3714)  0.449
H (2.7241, -4.4371, -1.5448)  0.532
H (1.7108, -5.0000, -3.7912)  0.406
H (-0.1319, -3.5197, -4.6300)  0.538
H (-0.9441, -1.7107, -3.1876)  0.183
C (1.5059, 1.9467, -3.1632)  -1.967
C (0.9565, 1.4579, -1.8579)  0.596
N (-0.1872, 0.8853, -1.7261)  1.479
N (-0.9649, 0.8662, -2.8515)  -1.412
C (-2.1091, 0.2415, -2.7055)  0.183
N (-2.9608, 0.3653, -3.7782)  -0.480
S (-2.6399, -0.7195, -1.3960)  -0.250
C (1.7085, 1.7263, -0.6146)  0.704
C (3.0211, 2.1804, -0.6190)  -0.951
C (3.5985, 2.5636, 0.5832)  -0.526
C (2.8426, 2.5157, 1.7381)  -1.113
C (1.5536, 2.0064, 1.6547)  -0.089
N (1.0076, 1.5952, 0.5178)  0.287
H (0.7004, 2.0581, -3.8812)  0.416
H (2.2182, 1.2180, -3.5618)  0.296
H (2.0291, 2.8945, -3.0371)  0.496
H (-2.5445, 0.7023, -4.6313)  0.233
H (-3.6806, -0.3318, -3.8519)  0.253
H (3.5813, 2.2282, -1.5418)  0.434
H (4.6268, 2.9016, 0.6105)  0.408
H (3.2431, 2.8131, 2.6967)  0.407
H (0.9385, 1.9086, 2.5385)  0.724
C (-2.3195, -5.5973, -2.9210)  -1.083
C (-2.9201, -4.7870, -1.8090)  1.045
C (-4.2951, -4.6530, -1.6731)  -0.705
C (-4.7305, -3.9112, -0.5901)  -0.183
N (-3.9086, -3.3380, 0.2713)  -0.403
C (-2.5887, -3.4784, 0.0406)  0.036
S (-1.5047, -2.7262, 1.1920)  -0.488
N (-2.0736, -4.2069, -0.9650)  -0.249
H (-3.0714, -6.2037, -3.4262)  0.409
H (-1.5349, -6.2412, -2.5241)  0.282
H (-1.8541, -4.9331, -3.6494)  0.085
H (-4.9864, -5.1189, -2.3627)  0.348
H (-5.7930, -3.7786, -0.4006)  0.391

Cartesian forces, eV/Å:
Sc 0.2 -0.2 -0.1
O 0.0 0.0 0.0
C 0.0 0.0 0.1
N 0.1 0.0 0.1
C 0.0 0.0 -0.1
C -0.1 0.0 0.0
C 0.0 0.0 0.0
C 0.0 0.0 0.0
C 0.0 0.0 0.0
C 0.0 0.0 0.0
N 0.0 0.0 -0.1
C 0.0 0.0 0.0
O 0.0 0.0 0.0
C 0.1 -0.1 0.1
C -0.1 0.1 -0.1
C 0.0 0.0 0.1
C 0.0 0.0 -0.1
C 0.0 0.0 0.1
N -0.1 0.0 -0.1
C 0.0 0.1 -0.1
C 0.1 0.0 0.0
C 0.0 -0.1 0.0
C 0.0 0.1 0.0
C 0.0 0.1 0.0
N -0.1 -0.1 0.1
H 0.0 0.0 0.0
H 0.0 0.0 0.0
H 0.0 0.0 0.0
H 0.0 0.0 0.0
H 0.0 0.0 0.0
H 0.0 0.0 0.0
H 0.0 0.0 0.0
H 0.0 0.0 0.0
H 0.0 0.0 0.0
H 0.0 0.0 0.0
H 0.0 0.0 0.0
H 0.0 0.0 0.0
C 0.0 0.0 0.0
C 0.0 0.0 0.0
N 0.0 0.1 0.0
N 0.0 0.0 0.0
C 0.0 0.0 0.0
N 0.0 0.0 0.0
S 0.0 0.0 0.1
C 0.0 0.0 0.0
C 0.0 0.0 0.0
C 0.0 0.0 0.0
C 0.0 0.0 0.0
C 0.0 0.0 0.0
N 0.0 0.0 0.0
H 0.0 0.0 0.0
H 0.0 0.0 0.0
H 0.0 0.0 0.0
H 0.0 0.0 0.0
H 0.0 0.0 0.0
H 0.0 0.0 0.0
H 0.0 0.0 0.0
H 0.0 0.0 0.0
H 0.0 0.0 0.0
C 0.0 0.0 0.0
C 0.0 0.0 0.0
C 0.0 0.0 0.0
C 0.0 0.0 0.0
N 0.0 0.0 0.0
C 0.0 -0.1 0.1
S 0.0 0.1 -0.1
N 0.0 0.0 0.0
H 0.0 0.0 0.0
H 0.0 0.0 0.0
H 0.0 0.0 0.0
H 0.0 0.0 0.0
H 0.0 0.0 0.0



No. 2
# C31H26N6O6S6Sr

A structure of composition C31H26N6O6S6Sr (wB97M-V/def2-TZVPD, the Open Molecules 2025 dataset).

Values from the calculation:
F_max = 0.0884 Eh/bohr
Total charge = -2
E = -4396.8514 a.u.

Last column: Mulliken charge in e.
Geometry (Å):
Sr (0.0952, 0.5956, -0.4463)  1.490
O (0.9846, 2.7922, 3.8693)  -0.399
C (0.2857, 2.7564, 2.7685)  0.395
O (-0.4123, 1.7785, 2.3429)  -0.344
C (0.3581, 4.0623, 1.9573)  -0.558
O (0.5423, 3.7271, 0.6391)  0.013
C (0.4039, 4.7221, -0.3161)  -0.446
C (0.4470, 3.8692, -1.6612)  0.106
O (0.1986, 4.4681, -2.7273)  -0.789
O (0.6966, 2.6109, -1.5687)  -0.351
H (0.6036, 1.9922, 4.5157)  0.094
H (-0.6491, 4.4866, 2.1598)  0.281
H (1.1250, 4.8068, 2.3155)  0.239
H (-0.6018, 5.2169, -0.3033)  0.239
H (1.1993, 5.4715, -0.3130)  0.314
S (3.6575, -1.6997, 9.1442)  -0.434
C (2.8022, -1.1945, 7.8802)  0.132
S (1.1014, -0.9126, 7.7572)  -0.166
C (1.0525, -0.2836, 6.0987)  0.086
C (2.2314, -0.6519, 5.3802)  -0.359
S (2.2732, -0.5499, 3.6981)  -0.298
S (3.6801, -1.0457, 6.3442)  -0.125
S (-0.1881, 0.5494, 5.3345)  -0.520
S (-7.5724, -1.9675, 0.2519)  0.088
N (-6.2505, -2.4359, 1.1351)  -0.694
C (-5.2687, -1.5821, 0.7746)  0.921
C (-3.9670, -1.6068, 1.2859)  -0.009
C (-3.5299, -2.5060, 2.2460)  -0.402
C (-2.2033, -2.5399, 2.6715)  -0.893
C (-1.3054, -1.6730, 2.0653)  -0.431
N (-1.6205, -0.8894, 1.0495)  0.782
C (-2.9284, -0.7948, 0.6631)  -0.763
C (-3.3322, 0.1795, -0.2817)  0.447
N (-2.4566, 1.1551, -0.6167)  -0.041
C (-2.7675, 2.0432, -1.5596)  -0.140
C (-4.0086, 2.1349, -2.1401)  -1.030
C (-4.9741, 1.2051, -1.7746)  -0.602
C (-4.6910, 0.2489, -0.7805)  -0.029
C (-5.6271, -0.6368, -0.2452)  1.026
N (-6.8978, -0.7998, -0.6304)  -0.680
H (-4.2761, -3.1337, 2.7486)  0.429
H (-1.9235, -3.2494, 3.4269)  0.471
H (-0.2756, -1.6717, 2.4351)  0.272
H (-1.9342, 2.6751, -1.8933)  0.410
H (-4.2587, 2.8907, -2.8674)  0.444
H (-5.9478, 1.2287, -2.2799)  0.444
N (6.1919, 0.7289, 1.3153)  -0.314
C (6.3619, 0.5450, -0.0289)  0.494
O (7.4859, 0.5660, -0.5298)  -0.702
C (5.1286, 0.2795, -0.8872)  0.663
C (5.3730, 0.0798, -2.2591)  -0.363
C (4.2219, 0.0870, -3.1142)  -0.776
C (2.9258, 0.2286, -2.5538)  -0.395
N (2.7735, 0.2665, -1.2247)  0.270
C (3.8298, 0.2769, -0.3819)  -0.779
H (7.0706, 1.0865, 1.7289)  0.247
H (5.2974, 0.7682, 1.7478)  0.196
H (6.4038, 0.1431, -2.6458)  0.398
H (4.2416, 0.1307, -4.2323)  0.322
H (2.0207, 0.2401, -3.1374)  0.599
H (3.5503, 0.2986, 0.6612)  0.164
C (0.5068, -3.3284, -2.6437)  -1.282
C (-0.4552, -2.6518, -3.6421)  2.434
C (0.0012, -2.7807, -5.0911)  -1.752
C (-1.8698, -3.0732, -3.5277)  -1.579
C (-0.4569, -1.2854, -3.2433)  0.822
C (-0.4828, -0.0933, -2.8490)  -2.163
H (0.5874, -4.4379, -2.8169)  0.350
H (0.2772, -3.1868, -1.5866)  0.199
H (1.5577, -2.9475, -2.7217)  0.258
H (0.0910, -3.7817, -5.5125)  0.393
H (0.9522, -2.2597, -5.2616)  0.311
H (-0.7223, -2.3195, -5.7461)  0.411
H (-2.0699, -4.0289, -3.9995)  0.405
H (-2.5237, -2.2701, -3.9125)  0.347
H (-2.1395, -3.1229, -2.4570)  0.200

Cartesian forces, eV/Å:
Sr 0.6 0.9 0.5
O -1.3 -0.3 -0.1
C -0.5 -2.1 -0.9
O 1.9 2.8 0.7
C -0.2 0.4 1.2
O 0.1 -0.2 0.4
C -0.8 -1.3 -1.7
C 0.0 -0.2 -1.2
O 0.2 0.0 1.1
O -0.3 1.7 0.3
H 0.6 -0.1 -0.4
H 0.2 0.3 -0.3
H -0.5 -0.9 0.0
H 0.7 -0.2 0.2
H 0.1 0.0 0.1
S 0.8 -0.7 2.3
C -0.2 0.2 -2.4
S 0.6 0.7 0.0
C 3.6 -1.6 -0.6
C -1.6 0.9 1.3
S 1.0 -0.1 -1.5
S -2.2 0.0 0.4
S -2.0 0.3 0.3
S 1.3 -0.3 0.3
N -0.1 1.4 -0.7
C -2.1 -0.4 -0.3
C 3.6 0.4 -0.6
C 0.2 -0.5 1.3
C -1.6 0.1 -0.6
C 0.7 -0.5 0.2
N -1.3 0.6 -0.4
C -0.4 -2.1 2.5
C -1.4 2.7 -1.5
N -0.2 -0.9 -0.7
C 1.2 0.1 0.5
C -1.2 -0.8 -0.1
C 0.0 0.2 0.1
C 2.4 1.2 -0.7
C -2.0 -2.3 0.6
N 0.1 0.5 0.0
H 0.3 0.1 -0.4
H 0.3 0.1 0.3
H -0.1 0.3 -0.3
H -0.4 0.0 0.2
H 0.3 0.0 -0.2
H 0.3 -0.1 0.5
N 1.8 0.4 -1.3
C 0.0 -0.5 0.2
O -0.7 0.2 0.2
C 1.1 -0.3 0.2
C -2.0 1.1 -0.8
C 0.1 0.4 0.0
C 2.1 -0.5 0.8
N -0.3 -0.3 0.6
C -0.6 0.1 -1.9
H -1.3 -0.5 0.1
H -0.4 0.1 0.6
H -0.7 -0.3 0.3
H 0.5 -0.3 1.2
H -0.2 0.2 -0.2
H 0.3 0.1 0.3
C 1.3 -1.6 -0.4
C 1.3 -0.4 0.1
C 0.7 0.2 -0.6
C -1.8 -0.3 1.1
C 0.3 4.4 1.1
C -0.1 -2.5 -0.8
H -0.2 0.8 0.1
H -0.6 0.1 -0.2
H -0.9 -0.1 -0.3
H 0.1 -0.5 0.5
H -0.1 -0.1 0.1
H -0.3 0.5 -0.1
H -0.2 -0.3 -0.1
H 0.3 -0.6 -0.2
H 0.0 -0.2 -0.3